No. 1
Formula: C24H20Cl5CrN7O11S
Source: the Open Molecules 2025 dataset
Level of theory: ωB97M-V/def2-TZVPD

Each line ends with the natural charge from an NBO analysis.
Element x y z (Å)
Cr (-0.073134, -0.364605, -0.416554)  1.588
O (0.921932, -4.371851, 3.845467)  -0.668
C (0.640280, -3.350086, 2.981579)  0.347
C (1.719031, -2.498181, 2.540546)  -0.359
C (1.414929, -1.544467, 1.657157)  0.107
N (0.163575, -1.347432, 1.162109)  -0.553
C (-0.957346, -2.108584, 1.601500)  0.492
C (-0.624030, -3.163682, 2.582507)  -0.337
C (-2.542269, -0.240408, 1.382592)  0.987
O (-3.610748, 0.178232, 1.757814)  -0.639
O (-1.877662, 0.199243, 0.352105)  -0.784
C (2.388275, -0.586231, 1.044098)  0.766
O (3.557412, -0.528712, 1.377391)  -0.649
O (1.832938, 0.153440, 0.121751)  -0.681
H (1.874679, -4.412424, 3.964478)  0.477
H (2.738078, -2.605910, 2.893417)  0.234
H (-1.431761, -3.804563, 2.901943)  0.242
N (-1.071606, -0.174636, -2.568894)  -0.631
N (-1.864110, -1.292733, -2.852563)  -0.447
C (-2.112773, -2.151718, -1.814247)  0.594
N (-3.054046, -3.103015, -2.025509)  -0.811
N (-1.442821, -1.948527, -0.738635)  -0.369
N (-1.561989, -2.743295, 0.366268)  0.212
O (-2.316527, -3.751703, 0.430675)  -0.451
O (-1.984957, -1.267101, 2.142371)  -0.545
H (-1.588960, 0.692607, -2.640473)  0.370
H (-0.267449, -0.174501, -3.175112)  0.397
H (-2.612039, -1.168845, -3.511066)  0.379
H (-3.181003, -3.422494, -2.970251)  0.388
H (-3.075076, -3.784523, -1.275527)  0.445
Cl (1.275195, 1.732393, -2.629530)  0.020
C (0.497516, 2.488465, -1.259242)  -0.112
C (0.086914, 1.705757, -0.178277)  -0.107
C (-0.226669, 2.402499, 0.994365)  -0.069
Cl (-0.405998, 1.569839, 2.492348)  0.065
C (-0.339589, 3.792419, 1.008951)  -0.078
Cl (-0.827862, 4.610042, 2.444464)  0.050
C (-0.055079, 4.532691, -0.136116)  -0.082
Cl (-0.246082, 6.246154, -0.141767)  0.039
C (0.418022, 3.878867, -1.262311)  -0.090
Cl (0.915349, 4.781858, -2.647712)  0.035
C (4.317384, 2.311508, -1.715173)  -0.633
C (4.895876, 0.945818, -1.442209)  -0.026
C (5.318771, 0.128502, -2.495437)  -0.227
C (5.784456, -1.149876, -2.253862)  -0.211
C (5.842447, -1.614656, -0.941243)  -0.399
C (5.451521, -0.815203, 0.117818)  -0.156
C (4.980689, 0.464267, -0.142626)  -0.106
S (6.263706, -3.303300, -0.654215)  2.339
O (6.212646, -3.518598, 0.760516)  -0.950
O (7.445321, -3.627533, -1.405772)  -0.959
N (5.038810, -4.159426, -1.319478)  -0.869
C (3.661535, -3.794822, -0.914853)  -0.232
C (2.954865, -2.882752, -1.914936)  -0.523
C (1.494108, -2.687118, -1.522709)  0.793
O (0.843439, -3.623679, -1.090193)  -0.662
O (1.124394, -1.436983, -1.646594)  -0.787
H (4.714224, 2.731313, -2.640619)  0.202
H (4.531958, 3.000592, -0.897866)  0.212
H (3.229912, 2.243476, -1.812370)  0.226
H (5.254200, 0.494955, -3.515047)  0.202
H (6.100479, -1.792553, -3.068725)  0.218
H (5.469535, -1.212136, 1.124833)  0.263
H (4.630178, 1.076232, 0.680601)  0.227
H (5.183381, -4.299917, -2.312099)  0.395
H (3.736184, -3.297934, 0.055316)  0.225
H (3.065382, -4.690114, -0.773820)  0.223
H (2.987516, -3.335743, -2.912138)  0.205
H (3.418408, -1.900771, -1.959140)  0.237

Forces on the atoms, in the same order (eV/Å):
0.29 -0.35 -0.11
-0.05 0.07 -0.02
0.13 0.00 0.08
0.14 -0.37 0.36
-0.32 0.24 -0.55
-0.28 -0.39 0.12
0.19 0.31 -0.15
-0.13 0.00 -0.06
0.05 -0.01 -0.11
0.18 0.05 -0.12
0.24 -0.10 0.20
-0.53 0.02 -0.06
-2.07 -0.42 1.50
-0.03 -0.12 0.31
0.05 0.00 0.03
-0.07 0.01 0.00
0.05 -0.01 0.02
0.15 0.16 0.56
0.06 -0.05 -0.30
-0.07 -0.08 0.04
-0.06 0.06 0.02
0.45 -0.20 0.34
0.06 -0.03 0.11
-0.03 0.10 -0.07
-0.07 -0.11 -0.22
-0.11 0.05 -0.01
0.18 0.09 -0.10
-0.13 0.11 -0.06
0.06 -0.03 -0.01
-0.06 -0.15 0.03
-0.85 -0.25 -0.23
0.00 -0.27 0.26
-0.06 0.54 -0.52
0.01 -0.12 -0.16
0.06 0.00 -0.01
0.03 -0.06 0.02
0.02 0.03 -0.03
-0.02 0.07 0.04
0.03 -0.01 0.01
0.06 0.04 -0.09
-0.04 0.05 0.03
0.07 -0.11 0.17
0.09 0.15 0.17
0.00 -0.23 -0.10
0.13 0.17 -0.14
0.06 0.10 0.09
0.87 -0.41 -0.44
0.63 0.85 -0.69
0.13 0.37 0.04
0.07 -0.09 0.15
-0.08 -0.16 -0.12
-0.36 -0.03 -0.02
0.17 0.08 -0.13
0.01 -0.02 -0.04
0.36 0.22 0.32
-0.20 0.25 -0.14
-0.78 -0.09 0.23
-0.01 0.02 -0.02
0.06 0.00 0.01
0.64 0.10 0.17
0.03 -0.01 0.03
-0.02 0.05 0.01
0.28 0.09 -0.32
0.35 0.06 -0.35
-0.03 0.04 0.07
-0.06 -0.06 0.00
0.05 -0.17 0.03
0.01 0.01 -0.02
0.04 -0.07 -0.09

Results
E_tot: -5881.18414 a.u.
Highest occupied orbital energy (spin up / spin down): -5.284 / -5.549 eV
Relative energy (zero: lowest compared OMol25 entry of this formula, charge and spin): 111.2 kJ/mol
<S²>: 3.87
Multiplicity: 4
Net charge: -1
Gap between HOMO and LUMO (spin up / spin down): 6.679 / 7.234 eV


No. 2
Formula: C24H20ClFN3O9PS
Source: the Open Molecules 2025 dataset
Level of theory: ωB97M-V/def2-TZVPD

Each line ends with the natural charge from an NBO analysis.
Element x y z (Å)
O (2.129755, -0.965864, -0.234305)  -0.526
C (1.144244, -0.342609, -0.247318)  0.809
O (-0.082842, -0.979834, -0.260880)  -0.716
C (1.205847, 1.198278, -0.204465)  -0.575
C (-0.160084, 1.795105, -0.509531)  -0.002
C (-0.736474, 2.649032, 0.315001)  -0.435
P (0.032200, 3.229769, 1.906527)  1.140
O (-1.175684, 3.624671, 2.966582)  -0.958
Cl (0.833341, 5.105953, 1.381876)  -0.319
C (-2.100640, 3.215145, -0.064394)  0.529
O (-2.535719, 4.169615, 0.476513)  -0.496
C (-2.867808, 2.538908, -1.180396)  -0.052
C (-4.344896, 2.894191, -1.301705)  -0.448
C (-5.159086, 2.113701, -0.237486)  -0.423
C (-5.011171, 0.578693, -0.374451)  0.060
F (-5.852010, -0.095631, 0.479462)  -0.355
C (-2.293145, 1.675278, -2.019095)  0.126
N (-3.097564, 1.131051, -3.066915)  -0.513
C (-2.857754, 0.001753, -3.422894)  0.254
S (-2.568439, -1.401221, -4.044197)  0.119
C (-0.829621, 1.387854, -1.827368)  0.503
O (-0.130717, 0.895805, -2.644607)  -0.486
H (-0.510568, -0.720123, 0.573647)  0.491
H (1.892790, 1.490267, -1.010180)  0.275
H (1.587688, 1.467422, 0.790066)  0.270
H (-1.336988, 4.577548, 2.848933)  0.507
H (-4.425669, 3.966298, -1.053629)  0.247
H (-4.724440, 2.787863, -2.325219)  0.238
H (-4.718654, 2.365337, 0.744050)  0.208
H (-6.222944, 2.387112, -0.232065)  0.228
H (-5.157870, 0.279839, -1.425867)  0.160
H (-3.957760, 0.342630, -0.138748)  0.145
C (7.038934, 1.012675, 2.428597)  -0.176
C (7.116342, 2.094241, 3.296309)  -0.208
C (5.957220, 2.685579, 3.774127)  -0.209
C (4.729640, 2.181448, 3.378591)  0.082
C (4.639506, 1.107267, 2.507785)  -0.210
C (5.801862, 0.522356, 2.031500)  -0.208
N (3.499115, 2.790447, 3.901913)  0.518
O (3.610951, 3.742852, 4.648163)  -0.368
O (2.436023, 2.302336, 3.557435)  -0.387
H (7.946273, 0.549356, 2.061188)  0.221
H (8.081740, 2.474989, 3.602846)  0.224
H (6.023496, 3.527212, 4.449179)  0.249
H (3.679870, 0.718306, 2.197339)  0.243
H (5.743603, -0.318766, 1.353105)  0.229
C (0.449575, -4.305729, -1.670156)  -0.174
C (0.707723, -5.635814, -1.365762)  -0.211
C (-0.260732, -6.602394, -1.592527)  -0.211
C (-1.479927, -6.223760, -2.127841)  0.081
C (-1.752969, -4.899179, -2.429237)  -0.215
C (-0.782142, -3.937609, -2.197811)  -0.212
N (-2.499584, -7.247575, -2.392332)  0.517
O (-2.235395, -8.398782, -2.098628)  -0.376
O (-3.548276, -6.885617, -2.893221)  -0.377
H (1.209146, -3.555478, -1.496645)  0.231
H (1.667141, -5.920284, -0.953468)  0.222
H (-0.053482, -7.636025, -1.353368)  0.247
H (-2.708850, -4.607101, -2.842632)  0.247
H (-0.984092, -2.898793, -2.431370)  0.226

Forces on the atoms, in the same order (eV/Å):
2.13 -1.50 -0.27
-1.08 1.31 0.15
0.04 0.57 0.58
-1.16 -0.67 -1.00
0.48 -0.41 0.31
-1.98 1.90 0.38
0.61 -0.70 0.84
0.82 0.52 -1.30
-0.58 -0.54 -0.06
1.38 -2.24 -1.41
-0.93 1.91 1.11
-1.07 0.42 0.03
0.19 0.60 0.58
0.31 -0.62 0.36
0.91 1.12 -0.81
0.01 0.03 -0.09
-0.16 0.75 0.50
1.30 0.23 1.17
0.28 -1.31 -1.47
-0.33 0.36 0.27
-0.49 0.73 1.44
0.84 -1.07 -1.80
-0.33 -0.10 -0.36
0.08 -0.10 0.44
-0.10 0.17 -0.40
-0.56 -0.25 0.15
-0.04 -0.38 -0.04
0.21 -0.33 0.30
-0.47 0.11 -0.23
0.33 0.03 -0.12
-0.41 -0.17 0.44
-0.44 -0.29 0.15
0.02 0.00 0.00
-0.07 -0.11 -0.09
0.14 0.18 0.15
0.32 -0.18 -0.16
-0.16 -0.13 -0.12
0.11 0.07 0.05
-0.14 0.08 0.07
-0.02 -0.13 -0.11
0.29 0.04 0.14
-0.03 0.02 0.00
-0.05 0.02 0.01
-0.18 -0.03 -0.01
-0.03 0.09 0.11
-0.05 0.03 0.02
0.01 -0.01 -0.01
-0.10 0.12 -0.06
0.18 -0.19 0.09
0.26 0.28 0.05
-0.17 0.20 -0.11
0.13 -0.08 0.06
-0.20 -0.19 -0.04
-0.02 0.19 -0.04
0.18 -0.03 0.09
-0.01 0.05 0.04
-0.04 -0.02 -0.01
-0.17 -0.01 -0.07
-0.02 -0.18 0.02
0.04 -0.12 0.08

Results
SMILES string: O=C(O)CC1=C(P(O)Cl)C(=O)C(CCCF)=C(N=C=S)C1=O.O=[N+]([O-])c1ccccc1.O=[N+]([O-])c1ccccc1
E_tot: -3067.40006 a.u.
Highest occupied orbital energy: -9.281 eV
Net charge: 0
Gap between HOMO and LUMO: 7.466 eV